C17H37N2O3 | the ωB97M-V functional and the def2-TZVPD basis

The value obtained for the HOMO-LUMO gap is 8.2 eV. The total energy is -27344.5646 eV. The charge is +1. The energy relative to the best compared isomer or geometry (same formula, charge and spin) is 3.5 kJ/mol.

Element x y z (Å)
O: 0.00 -3.26 1.31
C: -0.81 -2.19 1.70
O: -2.01 -2.26 1.81
O: -0.05 -1.17 1.94
H: 0.66 -2.50 1.40
C: 4.80 0.23 -0.75
C: 4.58 0.66 0.70
C: 3.13 1.09 0.95
N: 2.81 1.64 2.30
C: 3.16 0.59 3.32
C: 1.34 1.96 2.37
C: 1.23 3.18 3.30
C: 2.66 3.71 3.53
C: 3.57 2.89 2.61
H: 5.69 0.65 -1.20
H: 3.98 0.60 -1.36
H: 4.92 -0.85 -0.81
H: 5.18 1.51 1.02
H: 4.88 -0.09 1.43
H: 2.35 0.39 0.66
H: 2.98 1.91 0.23
H: 2.80 -0.36 2.93
H: 2.79 0.90 4.28
H: 4.24 0.44 3.32
H: 0.81 1.07 2.71
H: 1.07 2.23 1.35
H: 0.78 2.87 4.24
H: 0.55 3.90 2.87
H: 2.91 3.71 4.59
H: 2.69 4.74 3.17
H: 4.55 2.70 3.02
H: 3.62 3.46 1.68
C: 0.31 -1.74 -1.56
C: -1.03 -1.05 -1.49
C: -1.93 -1.57 -2.59
N: -3.38 -1.46 -2.29
C: -3.77 -2.35 -1.13
C: -4.19 -1.89 -3.53
C: -5.52 -1.15 -3.48
C: -5.17 0.17 -2.83
C: -3.90 -0.06 -2.00
H: 0.25 -2.79 -1.26
H: 0.99 -1.38 -0.77
H: 0.89 -1.59 -2.47
H: -0.83 0.03 -1.58
H: -1.57 -1.08 -0.54
H: -1.72 -2.63 -2.74
H: -1.80 -1.11 -3.57
H: -3.31 -3.33 -1.22
H: -4.85 -2.39 -1.07
H: -3.36 -1.86 -0.25
H: -4.17 -2.98 -3.48
H: -3.63 -1.49 -4.37
H: -6.19 -1.77 -2.89
H: -5.93 -1.09 -4.48
H: -5.95 0.53 -2.16
H: -4.98 1.00 -3.51
H: -4.00 0.09 -0.93
H: -3.11 0.58 -2.41

---

C17H38Cl2O2PS2 | the ωB97M-V functional and the def2-TZVPD basis

The value obtained for the HOMO-LUMO gap is 6.3 eV. The total energy is -78342.9819 eV. The charge is -1.

Element x y z (Å)
C: -0.36 2.86 1.63
C: -0.66 1.36 1.69
C: -1.44 0.76 0.49
P: -0.57 -0.53 -0.67
C: 0.32 -1.82 -1.82
C: 0.47 -1.30 -3.26
C: 1.74 -1.82 -3.97
S: 3.10 -0.61 -3.98
C: -0.04 -1.61 0.84
O: -0.99 -1.61 1.94
C: -0.51 -1.77 3.17
C: -1.48 -1.31 4.23
O: 0.57 -2.26 3.45
C: 1.13 0.49 -0.68
S: 0.89 2.08 -1.55
C: 2.33 3.07 -1.04
C: 1.93 4.55 -1.03
C: -2.25 -1.45 -1.01
C: -2.61 -2.83 -0.40
C: -3.37 -3.65 -1.48
C: -3.58 -2.71 0.80
H: 0.67 3.05 1.35
H: -0.47 3.30 2.62
H: -1.03 3.37 0.95
H: 0.24 0.80 1.95
H: -1.30 1.24 2.58
H: -2.35 0.32 0.89
H: -1.76 1.59 -0.14
H: -0.93 0.29 -1.84
H: 1.30 -2.13 -1.43
H: -0.24 -2.76 -1.89
H: -0.38 -1.66 -3.84
H: 0.48 -0.21 -3.26
H: 1.53 -2.12 -5.00
H: 2.15 -2.67 -3.45
H: 2.39 0.53 -3.98
H: 0.91 -1.25 1.23
H: 0.18 -2.62 0.51
H: -2.31 -0.77 3.77
H: -1.88 -2.18 4.75
H: -0.98 -0.65 4.93
H: 1.61 0.66 0.28
H: 1.88 -0.01 -1.30
H: 2.66 2.75 -0.06
H: 3.13 2.93 -1.77
H: 1.89 4.91 -2.05
H: 2.62 5.15 -0.43
H: 0.92 4.63 -0.65
H: -3.09 -0.78 -0.81
H: -2.26 -1.55 -2.09
H: -1.77 -3.46 -0.14
H: -3.40 -4.70 -1.19
H: -2.87 -3.59 -2.45
H: -4.40 -3.30 -1.58
H: -4.32 -3.51 0.77
H: -4.12 -1.77 0.76
H: -3.07 -2.80 1.75
C: 4.85 3.85 2.69
Cl: 5.23 3.44 1.01
Cl: 3.11 3.88 2.98
H: 5.30 3.10 3.33
H: 5.26 4.83 2.90

---

C17H38Cl4O5S2 | the ωB97M-V functional and the def2-TZVPD basis

The value obtained for the HOMO-LUMO gap is 9.1 eV. The total energy is -100240.5664 eV. The energy relative to the best compared isomer or geometry (same formula, charge and spin) is 0.0 kJ/mol.

Element x y z (Å)
C: -21.47 -9.72 1.62
S: -22.26 -8.08 1.45
O: -21.11 -7.19 1.48
C: -22.68 -8.27 -0.34
H: -20.74 -9.78 0.80
H: -22.19 -10.58 1.66
H: -20.98 -9.75 2.58
H: -22.72 -7.24 -0.68
H: -23.69 -8.75 -0.45
H: -21.90 -8.76 -0.91
C: -10.26 -7.56 8.36
S: -9.33 -7.27 6.81
O: -8.69 -8.59 6.50
C: -10.77 -7.18 5.67
H: -10.79 -8.52 8.19
H: -10.89 -6.69 8.65
H: -9.52 -7.79 9.16
H: -11.36 -6.32 5.94
H: -11.32 -8.13 5.71
H: -10.29 -6.92 4.73
C: -17.97 -3.17 8.22
C: -18.61 -4.38 7.51
O: -17.95 -5.04 6.72
C: -20.03 -4.89 7.78
H: -17.95 -3.32 9.32
H: -18.53 -2.33 7.96
H: -16.92 -3.03 7.82
H: -20.29 -5.11 8.82
H: -20.15 -5.72 7.06
H: -20.77 -4.22 7.38
C: -17.97 -6.02 0.44
C: -18.12 -5.30 1.74
O: -17.44 -5.50 2.72
C: -19.11 -4.18 1.74
H: -17.38 -5.25 -0.08
H: -18.95 -6.14 -0.05
H: -17.39 -6.92 0.51
H: -18.98 -3.64 0.80
H: -18.91 -3.42 2.49
H: -20.08 -4.74 1.82
C: -17.83 -8.69 4.54
C: -19.18 -9.14 4.45
O: -19.42 -10.16 3.82
C: -20.28 -8.28 5.06
H: -17.76 -7.90 3.82
H: -17.10 -9.47 4.28
H: -17.68 -8.14 5.45
H: -21.02 -8.91 5.52
H: -20.82 -7.67 4.33
H: -19.85 -7.55 5.79
Cl: -14.19 -5.63 6.17
C: -15.09 -5.12 4.70
C: -14.25 -5.40 3.50
Cl: -13.82 -7.12 3.25
H: -15.06 -4.01 4.74
H: -16.13 -5.39 4.73
H: -13.33 -4.88 3.61
H: -14.89 -5.12 2.65
Cl: -21.35 -12.58 6.82
C: -22.06 -11.34 5.71
C: -23.13 -12.10 4.89
Cl: -24.08 -11.00 3.83
H: -21.26 -11.02 5.04
H: -22.43 -10.48 6.27
H: -23.76 -12.72 5.54
H: -22.49 -12.70 4.26

---

C17H38GaO7S3 | the ωB97M-V functional and the def2-TZVPD basis

The value obtained for the HOMO-LUMO gap is 6.0 eV. The total energy is -117458.1192 eV. The charge is -1.

Element x y z (Å)
C: -5.32 0.66 2.75
C: -4.66 0.52 1.35
Ga: -5.83 1.30 -0.15
C: -4.99 2.91 -1.12
C: -3.74 3.47 -0.43
C: -2.85 4.31 -1.32
O: -2.00 3.46 -2.12
H: -4.57 0.91 3.51
H: -5.82 -0.27 3.01
H: -6.09 1.44 2.72
H: -3.67 0.98 1.41
H: -4.50 -0.54 1.13
H: -7.25 1.74 0.52
H: -6.09 0.14 -1.27
H: -5.76 3.68 -1.19
H: -4.76 2.63 -2.15
H: -3.13 2.64 -0.08
H: -4.05 4.08 0.44
H: -3.42 5.00 -1.95
H: -2.18 4.92 -0.70
H: -2.17 3.65 -3.04
C: 2.13 0.84 -1.40
C: 1.52 2.25 -1.40
C: 0.52 2.31 -0.24
S: 1.10 1.14 0.99
O: 0.16 0.07 1.12
O: 1.58 1.85 2.16
C: 2.51 0.55 0.05
H: 3.00 0.78 -2.06
H: 1.39 0.12 -1.75
H: 2.31 2.99 -1.24
H: 1.03 2.49 -2.34
H: 0.46 3.30 0.21
H: -0.48 2.00 -0.56
H: 2.65 -0.51 0.26
H: 3.38 1.12 0.36
C: 3.19 -3.26 -6.12
C: 3.28 -4.13 -4.86
C: 3.44 -3.20 -3.66
S: 2.65 -1.65 -4.12
O: 3.65 -0.62 -4.19
O: 1.45 -1.49 -3.35
C: 2.21 -2.14 -5.78
H: 2.87 -3.83 -6.99
H: 4.17 -2.83 -6.34
H: 2.36 -4.71 -4.76
H: 4.10 -4.84 -4.92
H: 2.96 -3.58 -2.76
H: 4.49 -2.98 -3.45
H: 2.28 -1.28 -6.44
H: 1.18 -2.51 -5.75
C: 1.41 -0.96 4.19
C: 0.63 -1.01 5.51
C: 0.95 -2.36 6.17
S: 2.59 -2.82 5.60
O: 2.49 -4.02 4.80
O: 3.52 -2.76 6.70
C: 2.82 -1.42 4.52
H: 1.41 0.04 3.76
H: 0.95 -1.63 3.46
H: 0.96 -0.20 6.16
H: -0.44 -0.89 5.35
H: 0.96 -2.30 7.26
H: 0.26 -3.14 5.85
H: 3.40 -1.74 3.65
H: 3.37 -0.67 5.08